--- P ---
9
Properties=species:S:1:pos:R:3:mulliken_charge:R:1 method="wB97M-V/def2-TZVPD" total_charge=+1 smiles="N=[N+]=NCS" lumo_energy_ev=-6.8935 gap_ev=7.3
N 2.211 -0.962 0.247 -0.54
N 1.476 -0.122 -0.107 0.99
N 0.593 0.686 -0.300 -0.23
C -0.733 0.631 0.189 -0.43
S -1.856 -0.919 -0.149 -0.09
H 3.011 -1.428 -0.206 0.39
H -0.600 0.698 1.223 0.39
H -1.310 1.625 -0.200 0.35
H -2.792 -0.209 -0.697 0.18

=====

--- Q ---
9
Properties=species:S:1:pos:R:3:mulliken_charge:R:1 method="wB97M-V/def2-TZVPD" total_charge=+1 smiles="N=[N+]=NCS" lumo_energy_ev=-5.5944 gap_ev=8.5
N 1.336 2.264 -0.154 -0.65
N 0.962 1.159 -0.236 1.05
N 0.800 0.044 -0.192 -0.16
C -0.296 -0.882 -0.382 -0.28
S -1.422 -0.888 1.058 -0.18
H 1.283 3.015 0.485 0.35
H -0.937 -0.509 -1.234 0.32
H 0.126 -1.976 -0.609 0.33
H -1.853 -2.227 1.264 0.21

=====

--- R ---
9
Properties=species:S:1:pos:R:3:mulliken_charge:R:1 method="wB97M-V/def2-TZVPD" total_charge=+1 lumo_energy_ev=-5.4121 gap_ev=11.2
C -0.605 0.117 0.707 -0.11
N 2.923 -0.331 -0.277 0.03
N 0.378 -0.537 -0.154 -0.24
N 3.139 -0.512 0.834 -0.01
S -0.954 -1.384 -0.158 0.12
H -0.269 0.063 1.791 0.27
H -1.111 0.935 0.248 0.30
H 0.480 -0.523 -1.356 0.41
H -1.792 -1.022 -1.069 0.23

=====

Stability summary: most stable R, least stable P.

=====

--- P ---
31
Properties=species:S:1:pos:R:3:mulliken_charge:R:1 method="wB97M-V/def2-TZVPD" smiles="CCNCC(=O)O.O.O.O.O.O" lumo_energy_ev=0.1466 gap_ev=9.2
C -0.393 -0.231 -3.336 -1.07
C -1.070 0.879 -2.509 -0.05
N -0.001 1.360 -1.578 -0.21
C 1.454 1.643 -1.796 -0.91
C 2.070 0.345 -1.214 0.88
O 2.156 -0.833 -1.517 -0.63
O 2.226 0.512 0.130 -0.51
H -0.986 -0.751 -4.086 0.37
H -0.185 -1.032 -2.713 0.27
H 0.444 0.329 -3.694 0.27
H -1.785 0.576 -1.668 0.08
H -1.392 1.642 -3.257 0.22
H -0.241 2.314 -0.975 0.24
H 1.766 1.996 -2.771 0.40
H 1.754 2.507 -1.015 0.36
H 2.652 -0.268 0.572 0.32
O -1.959 2.156 0.993 -0.60
H -1.296 1.853 1.702 0.33
H -2.040 1.295 0.709 0.30
O 1.208 -2.241 1.628 -0.74
H 1.335 -1.673 0.796 0.38
H 1.366 -3.145 1.574 0.27
O -0.340 -0.021 3.250 -0.59
H 0.421 -0.541 2.946 0.30
H 0.128 0.691 3.614 0.27
O -1.357 -2.319 2.572 -0.75
H -1.356 -1.794 3.308 0.34
H -0.497 -2.332 2.146 0.42
O -2.814 -0.391 1.082 -0.68
H -2.981 -0.930 0.230 0.31
H -2.435 -0.966 1.656 0.41

=====

--- Q ---
31
Properties=species:S:1:pos:R:3:mulliken_charge:R:1 method="wB97M-V/def2-TZVPD" smiles="CN(C=O)CCO.O.O.O.O.O" lumo_energy_ev=0.4062 gap_ev=10.1
C -0.610 -1.581 -1.888 -0.73
N -0.302 -0.145 -1.805 0.11
C -0.658 0.688 -2.860 0.03
O -0.191 1.807 -2.961 -0.52
C 0.943 0.183 -1.060 -0.47
C 0.848 1.607 -0.481 -0.31
O 1.508 1.542 0.769 -0.63
H -0.910 -1.953 -0.877 0.13
H -1.402 -1.820 -2.591 0.36
H 0.278 -2.205 -2.154 0.28
H -1.504 0.304 -3.496 0.27
H 1.829 0.120 -1.709 0.34
H 1.036 -0.547 -0.249 0.22
H 1.425 2.335 -1.092 0.21
H -0.221 1.968 -0.354 0.33
H 1.172 2.322 1.388 0.34
O -1.988 0.006 0.780 -0.89
H -1.648 0.735 1.365 0.47
H -1.636 0.178 -0.105 0.34
O 1.119 -3.084 -0.060 -0.58
H 1.832 -3.484 0.432 0.32
H 0.610 -2.675 0.576 0.35
O -0.916 1.851 2.404 -0.71
H -1.372 2.046 3.145 0.25
H -0.249 1.112 2.763 0.50
O 0.951 0.014 2.914 -0.85
H 0.521 -0.783 2.591 0.45
H 1.407 0.293 2.140 0.43
O -0.492 -1.950 1.776 -0.70
H -1.053 -2.517 2.234 0.23
H -1.067 -1.273 1.389 0.44

=====

Stability summary: most stable Q, least stable P.

=====

--- P ---
55
Properties=species:S:1:pos:R:3:mulliken_charge:R:1 method="wB97M-V/def2-TZVPD" lumo_energy_ev=0.5127 gap_ev=9.1
C 4.340 3.001 0.740 -1.51
C 3.881 1.613 0.413 0.81
C 3.144 1.357 -0.737 -0.69
C 2.737 0.075 -1.047 -0.14
C 3.056 -0.987 -0.204 0.52
C 3.799 -0.745 0.946 -0.67
C 4.202 0.544 1.241 -0.84
H 4.777 0.722 2.138 0.39
H 4.051 -1.560 1.604 0.48
N 2.593 -2.258 -0.568 -0.06
C 2.523 -3.374 0.196 0.37
O 2.950 -3.496 1.325 -0.63
C 1.785 -4.503 -0.502 -0.84
H 2.248 -4.752 -1.457 0.45
H 1.747 -5.381 0.138 0.43
S 0.029 -4.020 -0.910 0.34
O 0.183 -2.781 -1.694 -0.58
C -0.451 -3.502 0.806 -0.64
C -1.477 -2.375 0.753 0.38
O -2.628 -2.545 1.095 -0.63
N -0.945 -1.215 0.331 0.28
H -0.032 -1.246 -0.098 -0.25
C -1.702 0.011 0.086 1.24
C -2.333 0.506 1.390 -1.57
C -3.080 1.812 1.125 0.50
C -4.176 1.571 0.088 -1.30
C -3.545 1.080 -1.213 0.46
C -2.801 -0.228 -0.955 -1.49
H -2.350 -0.603 -1.877 0.42
H -3.489 -0.987 -0.580 0.58
C -2.569 2.132 -1.738 -1.46
C -1.474 2.369 -0.699 0.33
C -2.102 2.864 0.603 -1.48
H -2.628 3.805 0.427 0.54
H -1.323 3.049 1.345 0.47
C -0.726 1.062 -0.441 -1.81
H -0.276 0.706 -1.370 0.46
H 0.075 1.223 0.286 0.58
H -0.768 3.120 -1.073 0.19
H -2.124 1.793 -2.676 0.49
H -3.100 3.066 -1.937 0.53
H -4.330 0.906 -1.958 0.25
H -4.729 2.496 -0.091 0.49
H -4.880 0.825 0.462 0.53
H -3.531 2.163 2.059 0.24
H -1.550 0.660 2.136 0.45
H -3.018 -0.254 1.767 0.58
H 0.430 -3.190 1.361 0.34
H -0.898 -4.380 1.269 0.50
H 2.040 -2.270 -1.423 0.27
H 2.164 -0.111 -1.944 0.33
H 2.883 2.171 -1.398 0.36
H 3.695 3.744 0.277 0.35
H 5.354 3.155 0.370 0.31
H 4.350 3.162 1.816 0.38

=====

--- Q ---
55
Properties=species:S:1:pos:R:3:mulliken_charge:R:1 method="wB97M-V/def2-TZVPD" smiles="CC(C)c1ccccc1OCC(=O)NC[C@@H](c1cccs1)N1CCOCC1" lumo_energy_ev=0.5856 gap_ev=9.2
C -2.949 -2.842 0.135 -2.00
C -2.698 -1.377 -0.215 2.01
C -2.364 -1.241 -1.704 -1.28
C -3.854 -0.466 0.126 0.09
C -5.163 -0.905 0.222 -0.48
C -6.197 -0.031 0.520 -0.88
C -5.926 1.306 0.728 -0.62
C -4.626 1.775 0.633 -0.90
C -3.595 0.900 0.326 0.48
O -2.282 1.278 0.195 -0.06
C -1.929 2.629 0.362 -0.31
C -0.432 2.809 0.089 0.18
O 0.146 3.833 0.381 -0.68
N 0.134 1.761 -0.536 0.02
C 1.553 1.649 -0.753 -1.62
C 2.189 0.726 0.307 -0.87
C 1.609 -0.659 0.237 0.66
C 1.434 -1.473 -0.842 -0.20
C 0.914 -2.742 -0.504 -0.69
C 0.696 -2.879 0.828 -0.57
S 1.121 -1.459 1.697 -0.18
N 3.644 0.771 0.225 0.22
C 4.303 0.281 1.424 -0.34
C 5.790 0.626 1.338 -0.73
O 6.384 0.052 0.198 -0.40
C 5.729 0.491 -0.967 -0.85
C 4.240 0.139 -0.938 -0.21
H -2.029 -3.408 0.004 0.40
H -3.705 -3.277 -0.515 0.41
H -3.272 -2.941 1.168 0.44
H -1.833 -1.035 0.364 -0.11
H -2.177 -0.202 -1.964 0.35
H -1.479 -1.827 -1.947 0.20
H -3.195 -1.599 -2.308 0.44
H -5.389 -1.947 0.064 0.30
H -7.210 -0.399 0.589 0.39
H -6.722 1.995 0.966 0.41
H -4.430 2.823 0.799 0.39
H -2.131 2.978 1.383 0.40
H -2.476 3.275 -0.339 0.44
H -0.422 0.924 -0.639 0.14
H 1.726 1.270 -1.761 0.30
H 1.986 2.646 -0.657 0.50
H 1.933 1.153 1.285 0.60
H 1.664 -1.185 -1.853 0.50
H 0.718 -3.517 -1.224 0.45
H 0.316 -3.726 1.362 0.53
H 3.867 0.770 2.298 0.39
H 4.194 -0.811 1.536 0.27
H 6.329 0.228 2.199 0.37
H 5.901 1.720 1.306 0.36
H 6.226 -0.004 -1.804 0.36
H 5.835 1.582 -1.068 0.40
H 3.769 0.519 -1.844 0.35
H 4.135 -0.959 -0.908 0.22

=====

Stability summary: most stable P, least stable Q.